Here is an isolated molecule of C6H13N from OMol25. Energies are from ωB97M-V/def2-TZVPD.

The geometry in XYZ format:
```
20
Properties=species:S:1:pos:R:3:forces:R:3:nbo_charge:R:1
C 2.922 0.194 0.499 -0.12 -0.18 -0.06 -0.621
C 1.873 1.307 0.474 -0.65 0.12 -0.37 -0.389
C 0.453 0.798 0.740 -0.10 0.87 1.20 -0.431
N -2.372 0.003 0.356 0.39 -0.22 -0.01 -0.828
C -1.330 -0.535 -0.415 -0.25 -0.36 0.16 0.204
C -0.034 -0.233 -0.203 -1.25 -0.44 -0.76 -0.322
C -1.715 -1.569 -1.443 -0.78 0.17 -0.01 -0.653
H 2.491 -0.762 0.802 -0.14 0.05 0.06 0.208
H 3.333 0.024 -0.494 0.28 0.05 0.04 0.210
H 3.714 0.402 1.214 0.19 0.08 -0.16 0.211
H 2.137 2.114 1.160 -0.11 -0.13 0.17 0.203
H 1.790 1.791 -0.502 0.46 -0.08 -0.13 0.197
H -0.233 1.666 0.843 0.19 -0.13 -0.78 0.194
H 0.374 0.461 1.773 0.37 -0.62 0.33 0.197
H -3.276 0.275 -0.015 0.49 -0.31 -0.31 0.383
H -1.988 0.683 0.972 -0.25 0.63 0.53 0.370
H 0.604 -0.833 -0.839 0.59 0.26 0.28 0.207
H -1.796 -1.063 -2.406 0.35 -0.35 -0.27 0.219
H -2.701 -2.016 -1.290 -0.10 0.31 0.39 0.214
H -1.060 -2.436 -1.441 0.44 0.30 -0.32 0.228
```
Forces are in eV/Å.

Computed properties:
**Gap between HOMO and LUMO**: 8.881 eV
**Structure (SMILES)**: CCC/C=C(/C)N
**Net charge**: 0
**LUMO**: 1.089 eV
**Energy**: -291.1389 hartree



Here is an isolated molecule of C6H13N from OMol25. Energies are from ωB97M-V/def2-TZVPD.

The geometry in XYZ format:
```
20
Properties=species:S:1:pos:R:3:forces:R:3:nbo_charge:R:1
C -0.051 1.494 -1.785 0.21 0.36 0.86 -0.609
C 1.019 0.700 -1.009 0.58 -0.65 0.45 -0.420
N 0.067 -2.055 -0.589 0.02 -0.23 -0.79 -0.831
C -0.234 -1.042 0.310 1.16 0.62 0.37 0.205
C 0.446 0.135 0.282 -1.03 -0.68 0.14 -0.116
C 0.427 1.079 1.460 -0.87 0.86 -1.28 -0.632
C -1.197 -1.414 1.431 1.50 -0.86 -0.94 -0.652
H -0.804 1.807 -1.057 -0.17 -0.12 -0.16 0.207
H -0.538 0.897 -2.551 0.02 0.06 -0.11 0.208
H 0.333 2.437 -2.174 0.13 -0.19 -0.46 0.207
H 1.465 -0.096 -1.614 -0.23 0.03 -0.18 0.191
H 1.905 1.290 -0.762 -0.20 0.41 -0.01 0.204
H 0.614 -1.872 -1.417 -0.07 0.24 0.31 0.381
H -0.482 -2.879 -0.689 -0.59 -0.09 0.22 0.378
H 0.010 0.697 2.386 0.58 -0.28 0.14 0.215
H 1.401 1.567 1.522 0.08 -0.26 0.58 0.210
H -0.257 1.904 1.219 0.01 0.24 0.03 0.195
H -2.127 -0.881 1.288 -0.17 0.10 0.51 0.225
H -1.339 -2.494 1.387 -0.44 -0.03 -0.05 0.205
H -0.659 -1.274 2.362 -0.52 0.49 0.38 0.229
```
Forces are in eV/Å.

Computed properties:
**Gap between HOMO and LUMO**: 8.210 eV
**Structure (SMILES)**: CC/C(C)=C(/C)N
**Net charge**: 0
**LUMO**: 1.088 eV
**Energy**: -291.1326 hartree



Here is the ion C6H13N with charge +1 from OMol25. Energies are from ωB97M-V/def2-TZVPD.

The geometry in XYZ format:
```
20
Properties=species:S:1:pos:R:3:forces:R:3:lowdin_spin:R:1
C -1.282 1.748 -1.564 -0.51 -0.84 -1.51 0.007
C -1.265 0.936 -0.294 -1.07 -0.68 -0.51 0.058
N -0.355 -0.229 -0.300 1.09 2.32 2.52 0.656
C 1.068 0.126 -0.428 0.48 -0.40 -0.42 0.069
C 1.841 -0.620 0.687 -1.41 -0.34 -0.13 0.007
C 0.852 -1.680 1.227 -0.54 -0.17 -0.97 0.004
C -0.544 -1.136 0.834 0.65 -1.30 -0.12 0.064
H -1.401 1.077 -2.430 0.47 -0.25 0.27 0.000
H -0.412 2.357 -1.785 -0.05 0.26 0.36 0.000
H -2.227 2.271 -1.717 0.27 0.61 0.76 0.000
H -1.005 1.514 0.600 0.29 -0.02 -0.05 0.031
H -2.255 0.523 -0.077 -0.02 0.11 -0.15 0.004
H 1.211 1.197 -0.252 -0.58 0.07 -0.20 0.024
H 1.379 0.008 -1.466 0.16 -0.47 -0.12 0.026
H 2.748 -1.112 0.360 0.32 0.49 0.09 0.000
H 1.937 0.171 1.428 0.84 -0.39 0.31 0.002
H 0.942 -1.918 2.282 -0.05 0.44 0.16 0.001
H 0.944 -2.652 0.739 0.42 0.16 -0.23 0.000
H -1.175 -1.953 0.474 -0.36 0.13 0.29 0.022
H -1.002 -0.627 1.683 -0.39 0.27 -0.34 0.024
```
Forces are in eV/Å.

Computed properties:
**Expectation value of S²**: 0.754
**Gap between HOMO and LUMO (spin up / spin down)**: 13.257 / 8.792 eV
**Net charge**: +1
**LUMO (spin up / spin down)**: -2.747 / -7.395 eV
**Multiplicity**: 2
**Energy**: -290.8500 hartree



Here is the ion C6H13N with charge +1 from OMol25. Energies are from ωB97M-V/def2-TZVPD.

The geometry in XYZ format:
```
20
Properties=species:S:1:pos:R:3:forces:R:3:lowdin_spin:R:1
C -0.853 -1.960 -0.535 -0.74 0.41 0.43 0.000
C 0.553 -1.715 -0.006 1.09 2.15 0.71 0.001
C 0.631 -0.281 0.677 -1.19 -0.39 0.49 0.080
C 0.907 3.360 -0.640 -1.03 0.09 -0.24 0.076
C 0.363 2.223 0.157 0.44 0.91 0.14 0.375
C 0.469 0.903 -0.198 0.00 -2.13 -1.15 0.333
N -1.757 -2.255 0.576 0.48 -1.37 0.54 0.005
H -0.869 -2.835 -1.173 0.16 0.09 -0.43 0.000
H -1.237 -1.098 -1.089 0.19 -0.09 -0.31 0.000
H 1.412 -1.624 -0.655 -0.18 -0.69 -1.23 0.001
H 0.834 -2.490 0.698 -0.18 0.10 0.36 0.000
H 1.409 -0.073 1.422 -0.02 -0.37 -0.11 0.010
H -0.307 -0.256 1.261 -0.13 0.22 0.49 0.035
H 1.773 3.918 -0.256 0.01 -0.65 0.39 0.017
H 0.134 4.152 -0.628 0.13 -0.30 -0.28 0.021
H 1.137 3.020 -1.654 0.00 0.23 0.14 0.002
H -0.246 2.397 1.042 0.41 0.30 0.31 0.020
H 0.334 0.610 -1.262 0.39 0.61 0.28 0.024
H -2.547 -1.760 0.945 0.10 0.93 -0.75 0.000
H -2.033 -3.224 0.540 0.07 -0.04 0.22 0.000
```
Forces are in eV/Å.

Computed properties:
**Expectation value of S²**: 0.754
**Gap between HOMO and LUMO (spin up / spin down)**: 7.539 / 4.978 eV
**Net charge**: +1
**LUMO (spin up / spin down)**: -5.042 / -7.587 eV
**Multiplicity**: 2
**Energy**: -290.7892 hartree



Here is a cluster of 2 separate species, C6H13N2 in total from OMol25. Energies are from ωB97M-V/def2-TZVPD.

The geometry in XYZ format:
```
21
Properties=species:S:1:pos:R:3:forces:R:3:nbo_charge:R:1
C -0.670 -1.158 0.658 -0.24 0.01 -2.36 -0.265
C -1.215 -0.092 1.202 0.11 0.72 0.71 -0.055
C -0.043 0.006 -1.313 0.56 -0.70 0.57 0.437
C -0.082 -1.138 -0.693 -0.03 1.09 0.48 -0.050
C -2.033 -0.283 2.420 1.11 1.46 0.37 -0.656
C 0.326 -2.351 -1.410 3.17 -0.88 2.87 -0.610
N 0.339 1.151 -1.599 -2.18 1.39 -3.01 -0.672
N 2.164 2.547 -0.411 2.51 0.95 -2.28 -1.068
H -0.952 -2.137 0.912 -0.24 -1.12 0.90 0.221
H -0.965 0.912 0.814 -0.48 -0.51 0.27 0.192
H -2.896 0.372 2.491 -0.53 -0.60 -0.29 0.247
H -1.432 0.063 3.248 0.38 0.29 0.54 0.238
H -2.086 -1.332 2.586 -1.11 -0.75 0.21 0.230
H -0.481 -2.837 -1.792 -2.48 -1.47 -1.11 0.245
H 0.821 -3.094 -0.621 -0.74 1.59 -1.90 0.246
H 0.975 -2.072 -2.217 0.60 -0.33 -0.36 0.234
H -0.295 1.673 -2.316 1.51 -0.75 1.67 0.423
H 1.219 1.666 -1.197 -0.11 0.50 0.18 0.439
H 3.059 1.986 -0.538 -1.40 1.09 0.80 0.408
H 1.849 2.578 0.533 0.21 0.07 0.88 0.399
H 2.397 3.539 -0.759 -0.61 -2.05 0.87 0.417
```
Forces are in eV/Å.

Computed properties:
**Gap between HOMO and LUMO**: 9.276 eV
**Net charge**: +1
**LUMO**: -3.417 eV
**Energy**: -345.5961 hartree



Here is the ion C6H13N2 with charge +1 from OMol25. Energies are from ωB97M-V/def2-TZVPD.

The geometry in XYZ format:
```
21
Properties=species:S:1:pos:R:3:forces:R:3:nbo_charge:R:1
C -0.148 2.059 0.330 2.19 -1.94 -2.33 -0.481
C 1.445 -0.470 -1.398 0.42 -1.35 -3.38 0.116
C -0.073 0.731 0.035 -1.22 -0.70 1.51 0.344
C -2.454 0.277 -0.232 -1.62 -2.73 0.31 -0.403
C -0.914 -1.618 0.544 -1.60 1.98 -0.27 -0.411
C 2.417 0.117 0.667 -1.23 -1.82 2.57 -0.426
N -1.137 -0.190 0.067 3.29 -0.14 0.04 -0.456
N 1.302 0.080 -0.289 -0.83 1.14 1.01 -0.259
H 0.792 2.565 -0.004 -1.24 0.35 0.73 0.224
H -1.138 2.481 0.323 0.19 0.48 0.58 0.250
H 2.379 -0.902 -1.824 -0.29 0.41 1.24 0.234
H 0.662 -0.570 -2.162 -0.31 0.44 0.84 0.234
H -2.915 -0.569 -0.872 0.24 1.63 0.87 0.214
H -3.075 0.393 0.692 0.36 0.04 -0.69 0.208
H -2.424 1.186 -0.770 -0.04 0.80 -0.65 0.219
H -0.412 -2.154 -0.247 -0.05 -0.60 -0.01 0.195
H -0.360 -1.637 1.477 0.16 0.02 0.04 0.211
H -1.945 -1.988 0.760 1.03 -0.10 -0.35 0.244
H 2.463 1.080 1.142 -0.03 0.35 0.13 0.253
H 3.371 -0.179 0.276 0.20 0.03 -0.78 0.244
H 2.166 -0.692 1.486 0.38 1.73 -1.41 0.246
```
Forces are in eV/Å.

Computed properties:
**Gap between HOMO and LUMO**: 7.591 eV
**Structure (SMILES)**: C=C(N(C)C)[N+](=C)C
**Net charge**: +1
**LUMO**: -4.674 eV
**Energy**: -345.5829 hartree